The following is a DFT calculation (the ωB97M-V functional and the def2-TZVPD basis) of a structure of composition C3H6N2O at a distorted geometry.

Structure (XYZ):
```
12
Properties=species:S:1:pos:R:3:forces:R:3
N -0.14201 -1.29289 1.36587 -0.0981 -0.0481 0.2441
C -0.18943 0.31794 -0.76544 -0.0126 -0.6813 0.7232
C 0.44818 -0.23581 0.62436 -0.1678 0.0990 -1.2717
C -0.17627 1.57633 0.03711 0.3808 -0.3986 -0.0415
O 0.53935 0.31430 -1.95609 0.1914 0.0750 -0.1521
N 0.21027 1.11010 1.16467 -0.1482 0.5390 0.4296
H 0.52302 -0.56681 -2.34472 -0.0639 0.0743 0.0374
H -0.01643 -2.19512 0.92664 -0.0278 0.0423 0.0645
H -1.12123 -1.12451 1.55825 0.0032 -0.0748 -0.0544
H -1.20384 -0.08708 -0.89417 0.0880 0.0319 -0.0157
H 1.51689 -0.41823 0.49678 -0.0155 0.0308 -0.0263
H -0.38851 2.60176 -0.21327 -0.1295 0.3105 0.0631
```
Positions in Å, forces in eV/Å.

LUMO energy: 0.6 eV
Relative energy (zero: lowest compared OMol25 entry of this formula, charge and spin): 242.8 kJ/mol
Orbital gap: 9.551 eV
E: -302.60060 Eh
HOMO energy: -8.999 eV
Strongest force on any atom: 1.3 eV/Å


The following is a DFT calculation (the ωB97M-V functional and the def2-TZVPD basis) of a cluster of 10 separate species, C32H54N6O4 in total at a distorted geometry.

Structure (XYZ):
```
96
Properties=species:S:1:pos:R:3:forces:R:3
N -3.20757 2.60568 -5.48322 0.2911 0.6409 -0.4923
C -4.18683 2.69477 -4.54818 0.1000 -1.4231 0.7223
C -3.99400 1.60313 -3.70555 -0.2235 0.0407 0.1933
C -2.82514 0.88782 -4.10957 -0.6952 1.2198 -0.7994
C -2.37953 1.56788 -5.22795 0.2938 -1.3354 0.0462
H -3.10960 3.20354 -6.28328 0.0118 0.1207 0.0806
H -4.94012 3.46007 -4.56724 -0.0339 0.0126 -0.0200
H -4.67360 1.25118 -2.94335 0.0615 0.3701 0.1843
H -2.41616 -0.01207 -3.68720 0.0089 -0.0540 0.0277
H -1.65608 1.23421 -5.95581 0.2103 0.3591 0.0968
N 0.60613 2.47252 3.55618 0.4313 -0.5119 1.6548
C 1.67562 3.31737 3.79969 -0.4363 -0.0437 -1.6973
C 2.67021 2.59904 4.41405 -0.1375 0.7564 0.7880
C 2.11315 1.35755 4.82629 -0.9420 0.7183 -0.7720
C 0.83847 1.33713 4.28004 0.5957 -1.2552 0.5481
H -0.29680 2.67657 3.15992 0.0383 0.2533 -0.0075
H 1.55413 4.32326 3.42536 0.6583 -0.0012 -0.0317
H 3.64715 2.98175 4.66301 -0.0611 0.0725 0.0898
H 2.50205 0.69247 5.57671 0.1422 -0.3190 -0.3072
H 0.12442 0.54929 4.46080 -0.3026 0.1913 -0.4465
N 1.05890 0.08673 -0.73056 0.6711 -0.6203 -0.4122
C 0.07863 0.23169 -1.65195 -1.7134 0.8138 0.2652
C -0.98827 0.84337 -1.00242 0.0402 -0.4984 -0.2811
C -0.65640 0.92820 0.35328 0.8417 0.9762 0.9145
C 0.66569 0.53101 0.50626 -0.8503 -0.7137 -0.5160
H 1.89508 -0.42004 -0.96479 0.1816 0.1320 0.3636
H 0.04038 -0.16478 -2.65319 0.7417 0.0630 -0.0546
H -1.91885 1.21278 -1.40267 0.0401 -0.2912 -0.3149
H -1.28573 1.36588 1.11546 0.0675 -0.1132 0.0962
H 1.28855 0.38641 1.37233 0.0350 0.2372 0.0374
N -4.01143 0.88318 2.40653 -0.0460 0.1034 0.5632
C -3.69472 2.19493 2.28210 0.6868 0.3973 -0.3824
C -2.85294 2.53598 3.31448 -0.4797 -0.0532 -0.0972
C -2.70228 1.37699 4.11415 -0.1390 -0.6556 0.7943
C -3.45502 0.36437 3.56433 -0.4205 0.5677 -1.5311
H -4.59802 0.36928 1.77738 0.0303 -0.0775 -0.0677
H -3.94194 2.79729 1.42214 -0.3256 -0.1595 0.0191
H -2.52187 3.54151 3.51946 0.2114 -0.0628 0.0197
H -2.16099 1.29410 5.04305 0.0212 0.0736 -0.0034
H -3.73228 -0.66125 3.73492 0.5731 -0.0417 0.6466
N 1.30152 -1.12022 -4.95444 -0.0210 -0.1231 -0.6106
C 0.27200 -1.96696 -5.29159 0.1152 0.6320 -0.2120
C 0.62833 -3.22968 -4.93255 -0.1919 -0.1863 -0.3101
C 1.95813 -3.17917 -4.42924 -0.0365 0.3065 -0.1692
C 2.34984 -1.85807 -4.48827 0.0806 -0.4161 0.5529
H 1.41496 -0.19391 -5.32659 -0.1366 0.1071 0.1710
H -0.54613 -1.61277 -5.89783 -0.1959 0.0087 0.3216
H -0.02568 -4.06732 -5.11394 0.2552 -0.2289 0.1801
H 2.55304 -4.02556 -4.12882 0.0406 0.1013 0.1803
H 3.24856 -1.36148 -4.15992 0.0831 -0.1338 -0.0830
N 2.20366 -2.46803 2.83290 -1.0039 -0.2766 -0.4362
C 2.98904 -3.58913 2.89868 0.3146 0.1816 0.5819
C 2.27124 -4.55250 3.55623 -0.3891 -1.4401 -0.5137
C 0.95641 -4.08561 3.73950 -0.2257 1.7847 -0.1936
C 0.93690 -2.78579 3.26829 -0.1430 -0.4629 0.5472
H 2.46634 -1.57389 2.46530 0.1121 0.0595 -0.1052
H 3.97661 -3.60298 2.46960 0.0734 0.0425 0.2200
H 2.47695 -5.60291 3.71230 0.6690 0.2339 -0.0078
H 0.06819 -4.52399 4.15947 0.2031 -0.4545 0.0397
H 0.05175 -2.16917 3.22158 0.3938 0.4959 -0.0913
C -1.85004 4.68044 -1.50606 -1.3535 0.6187 0.1363
C -0.43263 4.38231 -1.09328 0.1770 0.2690 0.6901
O 0.28804 3.57626 -1.98703 0.2871 -0.0441 -0.2867
H -2.01611 4.87261 -2.56802 0.5327 -0.0535 -0.0720
H -2.16322 5.60007 -0.99424 0.0855 0.0119 -0.0398
H -2.64097 3.97268 -1.23450 0.4859 -0.4567 0.0639
H -0.40666 3.97941 -0.07072 -0.1526 -0.2520 -0.1543
H 0.08384 5.34367 -0.97404 0.1441 -0.1160 -0.4086
H 0.33529 2.66928 -1.66280 -0.2147 0.0491 0.0225
C 5.73989 1.31242 0.75657 -1.0180 0.5158 -0.1454
C 4.50270 1.66372 1.54668 -0.6238 -1.1149 2.0170
O 3.49302 2.32654 0.83211 0.3636 0.5586 -0.8303
H 6.33547 0.59433 1.31355 0.0408 -0.0499 -0.0231
H 6.30641 2.23307 0.62131 0.1816 -0.2007 -0.4762
H 5.36949 0.87808 -0.17471 0.5868 0.0720 -0.1987
H 4.79280 2.18782 2.47085 -0.0505 0.3355 -0.2887
H 4.02019 0.75209 1.95219 0.4249 -0.1892 -0.1322
H 2.73166 2.45352 1.40834 0.0861 0.0406 0.1216
C -3.00583 -2.02568 -0.90785 -1.7177 -0.9672 -0.6484
C -2.87172 -2.67985 0.46079 1.0409 0.1782 -0.3367
O -2.14204 -1.78372 1.28796 -0.2915 0.1697 0.9787
H -3.45037 -1.03152 -0.84046 0.8335 0.3562 0.2903
H -3.79611 -2.48422 -1.52515 0.2773 -0.5833 0.1797
H -2.10411 -2.10577 -1.51022 0.1808 0.5100 0.1834
H -2.30430 -3.62041 0.45388 -0.2683 -0.0599 -0.4665
H -3.82562 -2.90483 0.94073 -0.0145 0.3530 0.0083
H -1.29893 -1.55875 0.87932 -0.0767 -0.0081 -0.1777
C 1.07358 -3.25355 -0.86711 0.4237 0.1223 0.8455
C 1.28641 -4.69302 -0.43407 0.0285 0.0124 0.3096
O 0.49988 -4.96935 0.73089 0.0048 -0.0438 -0.5520
H 1.44462 -2.70787 0.00726 0.0869 0.5526 -0.2775
H 0.02698 -2.96263 -0.96293 -0.0842 -0.3512 -0.2038
H 1.62283 -2.97430 -1.76636 0.0114 -0.0113 0.0457
H 2.33058 -4.86891 -0.14875 0.1325 0.2213 -0.2901
H 1.08673 -5.38891 -1.25086 -0.5142 -0.2117 0.3412
H 0.83416 -4.39668 1.44511 -0.2121 -0.3537 -0.2044
```
Positions in Å, forces in eV/Å.

LUMO energy: 0.5 eV
Relative energy (zero: lowest compared OMol25 entry of this formula, charge and spin): 291.9 kJ/mol
Orbital gap: 8.830 eV
E: -1881.08562 Eh
HOMO energy: -8.345 eV
Strongest force on any atom: 2.4 eV/Å


The following is a DFT calculation (the ωB97M-V functional and the def2-TZVPD basis) of an isolated molecule of C6H4O.

Structure (XYZ):
```
11
Properties=species:S:1:pos:R:3:forces:R:3
C -1.87319 -0.51179 -0.85208 -0.1033 0.0216 -0.0097
C -1.04245 0.53558 -0.25257 0.4858 0.0888 0.2931
C -0.21187 1.24718 0.27101 -0.3833 -0.5290 -0.2107
C 1.09788 1.43044 0.90358 0.0549 0.1951 0.1143
O 1.54597 2.38203 1.49739 -0.4308 -0.3664 -0.3803
C 1.81916 0.17112 0.71094 0.3716 -0.8478 -0.1960
C 2.23159 -0.93494 0.45584 0.0269 0.7622 0.3012
H -2.74882 -0.10385 -1.36504 0.1476 -0.1030 0.0372
H -2.21504 -1.21810 -0.08330 0.0292 0.3306 -0.0521
H -1.27373 -1.10821 -1.55648 -0.1339 0.3517 0.0936
H 2.67051 -1.88945 0.27071 -0.0647 0.0962 0.0094
```
Positions in Å, forces in eV/Å.

LUMO energy: -0.2 eV
Relative energy (zero: lowest compared OMol25 entry of this formula, charge and spin): 256.5 kJ/mol
Orbital gap: 9.950 eV
E: -306.11385 Eh
HOMO energy: -10.167 eV
Strongest force on any atom: 0.9 eV/Å


The following is a DFT calculation (the ωB97M-V functional and the def2-TZVPD basis) of a structure of composition C5H9N at a distorted geometry.

Structure (XYZ):
```
15
Properties=species:S:1:pos:R:3:forces:R:3
C 1.38995 0.08354 1.24103 0.8756 -0.8042 -0.8522
C 1.45804 -0.66783 0.06619 0.8240 0.3417 1.0420
C -0.46432 0.83872 1.49722 -1.2586 0.3012 -0.3071
N -0.86984 1.50619 2.35776 0.4013 -0.3095 -0.2348
H 1.84754 1.06342 1.27085 -0.2599 0.1023 -0.1158
H 1.39668 -0.42285 2.19719 -0.2957 -0.0268 -0.0369
H 0.05862 -0.64832 -0.48498 -1.0971 0.6463 -0.0209
H 1.94777 -0.23283 -0.79752 -0.2220 0.0558 -0.0943
H 1.53290 -1.74662 0.14176 -0.2260 -0.0105 -0.0198
C -1.16071 -0.43692 -0.80629 0.7557 -0.6300 -0.6295
C -1.41502 0.30881 -1.88131 -0.0482 0.0710 0.2580
H -2.30488 0.17263 -2.48538 0.0011 -0.0622 0.0404
H -1.79831 -1.27767 -0.55177 -0.1342 0.1125 0.0835
H -0.84908 0.32949 0.40849 0.6216 0.2657 0.8661
H -0.76934 1.13024 -2.17323 0.0623 -0.0532 0.0212
```
Positions in Å, forces in eV/Å.

LUMO energy: 0.2 eV
Relative energy (zero: lowest compared OMol25 entry of this formula, charge and spin): 529.8 kJ/mol
Orbital gap: 9.125 eV
E: -250.46515 Eh
HOMO energy: -8.917 eV
Strongest force on any atom: 1.5 eV/Å


The following is a DFT calculation (the ωB97M-V functional and the def2-TZVPD basis) of an isolated molecule of C6H16N2 at a distorted geometry.

Structure (XYZ):
```
24
Properties=species:S:1:pos:R:3:forces:R:3
C 0.07101 -2.49863 2.39943 0.2923 -0.7983 -0.3945
C 0.23616 -1.91868 0.99338 -0.4986 0.7999 -0.0721
N -0.61382 -0.72813 0.82471 0.3875 -0.5022 0.1093
C 0.68941 0.67734 -2.53561 -0.0618 -0.1867 -1.5980
C 0.59055 -0.26820 -1.35966 -0.3796 0.2085 0.9604
C -0.37664 0.22519 -0.27798 0.1888 0.2184 0.8344
C 0.04189 1.62038 0.24294 0.3179 0.1925 0.0122
N -0.84361 2.69334 -0.24914 0.1559 -0.3568 -0.0417
H 1.05148 -2.74388 2.78602 0.2314 0.1584 0.4035
H -0.46363 -1.86308 3.09911 0.0174 0.1507 -0.0173
H -0.43415 -3.46975 2.34543 -0.2184 0.3135 0.1026
H 1.28049 -1.68236 0.76384 0.0677 -0.2445 0.2155
H -0.10638 -2.67138 0.29945 0.1330 -0.2473 -0.4670
H -0.65372 -0.25825 1.71407 -0.0336 0.2934 -0.0276
H -0.24779 1.16215 -2.83918 -0.0597 -0.1493 0.4906
H 0.93995 0.09881 -3.43407 0.1253 -0.0216 0.1301
H 1.43895 1.46165 -2.52901 0.1563 0.1065 0.6216
H 0.21402 -1.22249 -1.68632 -0.0765 -0.4757 -0.3339
H 1.55823 -0.46817 -0.88719 0.0324 0.2039 -0.2907
H -1.35790 0.34982 -0.71072 -0.3934 0.1990 -0.6098
H 0.06098 1.61656 1.33775 -0.2095 0.0380 -0.0492
H 1.07591 1.82628 -0.05751 0.0625 -0.1227 0.0013
H -1.29860 2.33456 -1.07908 -0.1402 0.2313 -0.0507
H -0.29443 3.49122 -0.54769 -0.0971 -0.0089 0.0710
```
Positions in Å, forces in eV/Å.

LUMO energy: 1.1 eV
Relative energy (zero: lowest compared OMol25 entry of this formula, charge and spin): 116.1 kJ/mol
Orbital gap: 9.433 eV
E: -347.68059 Eh
HOMO energy: -8.354 eV
Strongest force on any atom: 1.6 eV/Å


The following is a DFT calculation (the ωB97M-V functional and the def2-TZVPD basis) of a structure of composition C15H31BF4P2Zn at a distorted geometry.

Structure (XYZ):
```
54
Properties=species:S:1:pos:R:3:forces:R:3
P 0.53499 3.26139 -4.94778 0.6083 0.2204 0.3885
P 2.26368 -0.39714 -4.31702 1.4689 2.9490 -0.0096
C 1.75285 2.10381 -5.59835 0.2353 0.2988 -1.4276
C 1.42510 0.58888 -5.62839 -0.0182 -0.3514 -0.3611
H 2.66757 2.30499 -5.00163 -0.3769 -0.0751 0.2962
H 1.97300 2.41741 -6.63112 -0.1600 -0.0427 0.0815
H 0.34161 0.38686 -5.59684 0.4603 0.0184 -0.1437
H 1.81804 0.18113 -6.57882 -0.3139 0.1362 0.2816
C 3.92833 -0.64721 -5.02722 -0.3494 -0.5434 -0.1012
H 4.45224 -1.38631 -4.40987 -0.0249 0.0371 -0.2069
H 4.52088 0.27811 -5.00574 -0.4724 -0.1579 0.0217
H 3.81300 -1.01000 -6.06083 0.3074 0.0066 0.3155
C 1.43674 -1.94628 -4.10468 -0.3050 -1.0915 -0.2554
H 1.93121 -2.68602 -4.74992 -0.3016 -0.0105 0.1030
H 0.37399 -1.86795 -4.37381 0.3398 0.0529 -0.0206
H 1.47768 -2.31488 -3.07619 0.1829 0.2120 -0.0347
C 1.13968 4.95767 -4.98925 0.1071 -0.0287 -0.9556
H 0.72685 5.48929 -4.11967 0.0611 -0.3588 0.0387
H 0.83106 5.42563 -5.93276 0.1129 0.0173 0.1577
H 2.23321 4.97941 -4.92560 -0.2518 -0.0624 0.1234
C -1.02335 3.16851 -5.83760 -0.0410 0.0797 -0.7299
H -1.18461 2.15660 -6.22196 -0.0017 0.1597 -0.0320
H -0.97850 3.88186 -6.66727 -0.3217 -0.2518 -0.0095
H -1.85335 3.41842 -5.16227 0.3096 0.0417 -0.1824
Zn -1.53101 -1.44963 -1.00203 0.6881 0.4947 0.1070
C 2.64019 0.75985 -2.80776 -0.6564 -0.0195 1.5589
C 3.31004 2.01702 -3.05279 -0.1151 -1.2714 -1.9544
C 3.18195 3.25119 -2.28795 -0.6309 1.5849 1.1810
C 1.89641 3.50648 -1.40536 1.9228 0.2721 -0.0925
C 0.66580 3.73021 -2.12157 -2.0709 0.9389 -1.1686
C 0.09613 2.96391 -3.23544 -1.0230 -1.6739 2.8441
C 0.04185 1.40254 -2.92985 -0.3502 0.4633 -0.2420
C 1.21024 0.80880 -2.16495 0.5314 -0.4246 0.7605
C -2.39731 0.22581 -0.55626 -0.9870 -0.3107 0.3171
H 3.25232 0.12395 -2.12774 -0.4265 -0.9856 -0.4249
H 4.19897 1.98299 -3.69497 0.1868 -0.2524 0.4881
H 3.26855 4.09076 -3.01084 -0.0702 0.2302 0.5078
H 4.01703 3.38721 -1.56859 0.0463 -0.0446 -0.1681
H 1.82626 2.69848 -0.66123 0.5269 0.2773 0.3259
H 2.07530 4.44453 -0.84677 0.2325 -0.4696 -0.0207
H -0.03506 4.44216 -1.68877 0.0925 -0.0133 -0.0992
H -0.97702 3.25584 -3.26849 0.4264 0.0500 -0.1093
H -0.16302 0.78015 -3.81543 -0.0518 0.0329 -0.1736
H -0.84528 1.22014 -2.30699 0.3840 0.3992 -0.2523
H 1.28159 1.23932 -1.16061 -0.0528 0.0342 -0.5184
H 0.94052 -0.21969 -1.91030 -0.0218 -0.1442 -0.3377
H -3.41626 0.13386 -0.95013 0.0636 0.3012 0.1355
H -1.98098 1.19430 -0.84906 0.1435 -0.5164 0.0527
H -2.46308 0.15533 0.54543 0.0534 0.1415 -0.4467
F 1.21815 -1.37945 -0.14905 -0.5767 -1.1868 0.3608
B 0.48776 -2.54495 0.04370 0.3456 0.3883 0.2134
F 1.13175 -3.64209 0.46300 -0.0831 0.1962 -0.2213
F -0.69886 -2.25279 0.83995 0.6130 -0.2848 -0.9790
F -0.14059 -2.83631 -1.39510 -0.3958 0.5373 1.0183
```
Positions in Å, forces in eV/Å.

LUMO energy: -0.8 eV
Relative energy (zero: lowest compared OMol25 entry of this formula, charge and spin): 596.7 kJ/mol
Orbital gap: 3.304 eV
E: -3476.40766 Eh
HOMO energy: -4.102 eV
Strongest force on any atom: 3.5 eV/Å


- Among the records above, which one has the lowest LUMO energy?
  C15H31BF4P2Zn


- HOMO energy of number 4 (C5H9N)?
  -8.917 eV


- Number 4 is which compound?
  C5H9N


- Which value of orbital gap does entry 4 give?
  9.125 eV